[1]
This record from the Open Molecules 2025 dataset describes a 2-piece molecular cluster, C2H6O2P overall at a distorted geometry. The level of theory is ωB97M-V/def2-TZVPD.

Atoms and positions in Å:
H 2.30 1.97 1.26
O 0.27 1.32 -0.44
H 1.99 2.39 3.12
H -2.40 -2.25 -1.31
H 2.07 0.63 2.61
H -1.60 -2.17 -2.74
C -2.08 -1.54 -2.00
O -1.12 -0.66 -1.44
P -0.69 0.92 -1.43
C 2.19 1.61 2.30
H -2.91 -0.89 -2.30

The HOMO-LUMO gap (alpha / beta) comes out at 4.049 / 4.051 eV. As for the total charge: +1. The LUMO energy (alpha / beta) comes out at -9.34 / -9.34 eV. The value obtained for the energy above the lowest of the compared OMol25 structures with the same formula, charge and spin is 3.2727 eV. The value obtained for the total energy is -15543.89331 eV.

---

[2]
This record from the Open Molecules 2025 dataset describes C51H43AlN6P2 as an isolated structure. The level of theory is ωB97M-V/def2-TZVPD.

Atoms and positions in Å:
C -3.10 -0.85 -2.17
C 1.64 -2.67 -0.26
C -1.83 -0.40 -2.44
H -3.82 -1.18 -2.91
H 1.68 0.93 2.47
C -1.97 -0.42 -0.17
C 0.50 5.25 3.21
C 5.24 -0.59 2.25
H 0.23 -4.47 -2.76
H -1.40 -2.29 7.78
N -1.09 -0.14 -1.29
C -0.19 -2.37 4.61
H 0.40 3.44 -2.36
H -5.57 -0.96 1.38
C -0.65 -2.82 5.84
H 5.72 -0.75 3.20
H -4.61 -0.44 3.53
N 1.47 2.42 -0.78
H 0.57 1.42 3.74
H -2.70 5.94 2.35
H -2.55 3.65 1.47
C 1.66 -5.22 -1.34
C 2.45 -3.65 0.30
C 3.26 -0.62 0.89
H 2.82 1.16 -5.45
C 0.86 -4.24 -1.91
C -3.80 -0.97 -6.37
C -0.51 3.36 2.10
C 3.87 -0.81 2.12
C 2.08 1.00 -3.37
C 0.11 0.15 -3.84
H -1.46 -3.26 -7.26
P -0.45 1.63 1.52
C 1.18 3.49 -1.62
N -4.50 -3.24 -8.94
C 2.46 2.81 0.01
H -3.59 0.45 -4.80
C -1.93 -2.46 -6.70
C 2.01 4.52 -1.31
C -0.48 -0.11 5.35
C -4.65 -0.39 1.44
C 0.65 0.83 2.83
H -4.77 -0.61 -6.68
H -0.30 -2.23 -5.35
H -0.12 -2.15 1.82
C -2.83 0.59 2.81
C 5.99 -0.18 1.15
C -1.77 5.39 2.45
H 0.40 0.17 -6.05
C -1.69 4.10 1.96
H 0.08 -3.11 3.88
P 1.53 -1.02 0.52
N 0.36 -0.55 3.09
H 5.96 0.34 -0.93
H 3.10 -3.42 1.14
N 2.81 4.07 -0.30
C -0.10 -1.00 4.34
C -2.70 0.81 0.37
H 3.09 -5.69 0.18
H -0.76 6.96 3.51
C -3.30 -1.00 -0.70
N 0.95 0.59 -2.79
H 1.35 5.69 3.71
H 2.93 2.20 0.76
C -1.27 -1.86 -5.65
C -1.19 -0.31 -3.72
H 3.53 4.60 0.16
C -2.17 1.06 1.74
H 1.47 -2.26 2.53
H -2.56 1.67 -0.29
H 0.22 -2.18 -1.80
C 2.04 0.88 -4.77
C -0.68 5.96 3.10
H -1.23 0.14 7.33
C -3.14 -0.38 -5.31
H 3.52 -0.06 -1.17
C -4.06 0.10 0.15
H -3.58 -2.02 -0.44
Al 0.47 0.70 -0.92
H 2.10 5.51 -1.73
C 0.59 3.96 2.71
C 0.80 0.36 -5.07
C 0.74 -1.55 2.12
C -1.88 -0.84 -4.92
H -1.47 -0.99 0.61
H 3.30 -1.13 2.98
H 7.05 -0.03 1.26
H 2.90 1.39 -2.78
C 0.85 -2.96 -1.37
C -4.11 -0.10 2.63
H 1.52 3.41 2.81
C 2.46 -4.92 -0.25
C 4.01 -0.19 -0.21
H 1.66 -6.22 -1.76
H -4.80 0.66 -0.42
H -0.70 -3.89 6.02
C -1.03 -1.93 6.83
C -0.94 -0.57 6.57
C 5.37 0.03 -0.08
C -3.21 -2.03 -7.06
H -2.43 0.65 3.81
H -0.44 0.96 5.21
C -3.92 -2.69 -8.11

The HOMO-LUMO gap comes out at 5.639 eV. As for the total charge: +2. The LUMO energy comes out at -6.61 eV. The value obtained for the energy above the lowest of the compared OMol25 structures with the same formula, charge and spin is 0.5960 eV. The value obtained for the total energy is -87688.61754 eV.

---

[3]
This record from the Open Molecules 2025 dataset describes a 2-piece molecular cluster, C30H25BF6O2S overall at a distorted geometry. The level of theory is ωB97M-V/def2-TZVPD.

Atoms and positions in Å:
C -1.18 -3.60 -0.43
C -1.09 1.87 1.19
C -0.11 0.56 -4.94
C -0.14 0.45 -0.58
O 1.57 3.99 1.11
H 2.58 -1.90 5.25
B 0.28 3.78 1.55
H -0.29 3.14 -0.42
C -0.86 -0.44 -5.59
H -4.14 2.54 2.58
H -2.06 -0.37 -0.88
C 1.42 3.70 3.48
C -3.22 2.72 2.02
H 0.85 0.63 -1.01
H 2.22 -1.88 -1.09
H -2.63 -1.62 -2.91
H 0.42 1.45 -3.03
F -2.61 -5.51 -0.48
C -2.21 1.77 2.04
H -0.74 -0.60 -6.66
C 1.40 -3.31 -3.19
C -3.08 3.90 1.25
C 3.03 -1.07 4.70
C -2.56 -4.16 -0.25
H -0.46 -0.10 1.60
H 2.89 -0.15 5.28
H 4.11 -1.24 4.60
O 0.09 3.79 2.91
C -1.93 -1.01 -3.49
C 1.07 -1.15 1.25
C 0.69 -3.17 -1.87
F -3.06 -3.93 1.00
C 2.39 3.87 2.30
F 0.56 -3.68 -4.20
F 1.97 -2.12 -3.56
C 3.02 -0.31 2.26
C -0.37 0.69 0.82
F 2.41 -4.23 -3.14
H -2.32 0.87 2.65
C -0.59 -2.85 0.58
H -0.96 -4.44 -2.41
H -3.91 4.61 1.25
F -3.44 -3.58 -1.14
H 2.56 0.01 0.14
C -0.52 -3.82 -1.64
C -1.95 4.15 0.54
C -1.11 -0.08 -2.81
C 2.44 -0.95 3.36
C -1.16 0.00 -1.37
H 3.00 4.78 2.41
H -2.38 -1.97 -5.36
H 0.57 1.18 -5.51
C 0.61 -2.18 0.33
C 1.27 -2.38 -0.89
C 2.28 -0.43 1.08
C -0.21 0.72 -3.56
C -0.80 3.20 0.54
C -1.79 -1.21 -4.86
H -1.83 5.06 -0.05
H 1.55 4.50 4.22
H 3.99 0.16 2.35
H 3.07 3.00 2.19
S 0.92 -1.62 2.97
H 1.55 2.72 3.98
H -1.11 -2.73 1.53

The HOMO-LUMO gap comes out at 6.486 eV. As for the total charge: 0. The SMILES is C1=C/C(=C/C=C/c2ccccc2)[C@H](B2OCCO2)C=C1.Cc1ccc(-c2cc(C(F)(F)F)cc(C(F)(F)F)c2)s1. The LUMO energy comes out at -0.31 eV. The value obtained for the energy above the lowest of the compared OMol25 structures with the same formula, charge and spin is 2.1530 eV. The value obtained for the total energy is -63426.44250 eV.

---

[4]
This record from the Open Molecules 2025 dataset describes a 2-piece molecular cluster, C27H48BrF6N6O7S overall at a distorted geometry. The level of theory is ωB97M-V/def2-TZVPD.

Atoms and positions in Å:
C 0.87 -2.00 2.70
S -3.10 -0.84 2.80
H -6.66 -4.23 -6.49
H -2.08 1.00 -2.06
C 0.95 -0.62 1.83
C -6.24 -3.23 -6.64
H 2.77 1.21 -0.08
N -2.96 -3.63 4.69
O 1.10 4.57 -2.20
H 2.67 5.40 0.73
H 0.36 3.64 2.45
H 5.29 3.78 2.70
H 0.96 6.29 0.68
H 1.91 -2.56 2.53
C -2.60 -2.53 -6.29
O -4.81 -3.37 -6.61
C -6.69 -2.69 -7.99
N 5.23 -1.38 1.01
C 1.27 1.81 1.43
H -0.94 -4.10 5.34
C -1.98 1.61 -3.08
C 4.11 1.79 1.58
C -0.94 -4.07 3.05
C 2.72 1.09 1.09
O 4.28 1.82 3.05
C -1.10 3.86 -3.46
F 0.89 2.31 4.63
C 0.83 0.92 4.10
H 5.81 -0.36 -1.43
F -1.83 -1.41 -6.35
C -4.10 -2.23 -6.36
H 4.06 3.69 4.22
H -2.77 0.29 -4.78
H -1.75 -2.78 7.66
N 4.83 -0.12 -1.09
H -1.10 -2.39 1.41
H 4.13 2.88 1.09
H 2.34 -2.25 0.35
H 0.31 -3.63 1.20
C -2.73 -3.36 7.43
H 5.74 2.81 4.25
C -3.42 -2.94 5.97
C -1.45 -3.45 4.48
O -4.38 -1.98 5.99
H 4.19 -2.29 -1.98
H -1.23 -2.30 4.62
C 4.32 -1.25 -0.19
H 0.77 -1.87 3.86
O -2.05 3.03 -2.71
F -2.18 -3.34 -7.32
H 1.48 6.69 -1.73
C -0.29 4.95 -2.48
H -3.53 -3.30 8.29
F 2.15 0.29 4.48
H 5.49 -2.39 1.08
F -0.18 0.22 4.98
H -3.98 0.45 -3.34
H -0.38 6.03 -2.94
H 5.09 1.25 1.15
H -7.78 -2.66 -8.05
H -1.71 4.54 -4.22
H -6.59 -2.60 -5.82
H -0.86 4.93 -1.43
H 4.25 -0.03 -1.95
H 2.13 -0.76 -0.78
H 3.04 -0.59 2.24
H -3.81 1.95 -4.56
C 4.83 3.09 3.53
H -6.30 -1.68 -8.16
H -3.11 -4.68 4.77
H 2.26 3.81 2.16
C 0.48 0.81 2.50
H 2.96 5.52 -1.59
C -1.83 0.21 2.27
C 1.60 5.37 0.25
Br 0.38 1.72 -0.40
H -1.91 -4.49 2.50
H 0.45 -0.96 0.80
C 1.79 5.60 -1.39
N 4.53 -2.54 -1.02
C 1.26 3.43 1.69
H -6.31 -3.32 -8.80
H 3.99 -3.33 -0.60
H -0.26 -5.04 3.24
O -4.61 -1.13 -6.18
H -2.45 -4.50 7.32
H -0.32 3.28 -4.10
H 6.10 -0.83 0.74
O 0.87 4.10 0.44
C 2.72 -1.14 0.17
H -0.97 1.27 -3.56
N 2.41 -0.35 1.44
C -0.27 -2.99 2.02
N -0.94 1.29 2.36
C -3.24 1.09 -4.02
F -2.26 -3.18 -5.14

The HOMO-LUMO gap comes out at 7.847 eV. As for the total charge: +1. The LUMO energy comes out at -3.49 eV. The value obtained for the total energy is -149210.92171 eV.

---

[5]
This record from the Open Molecules 2025 dataset describes C4H15NO2S as an isolated structure at a distorted geometry. The level of theory is ωB97M-V/def2-TZVPD.

Atoms and positions in Å:
H 1.36 -2.23 -0.04
H 3.07 2.70 0.34
H 1.16 0.15 -1.96
C 1.17 -1.19 -0.31
H 2.20 -0.37 -0.33
H 0.74 2.65 -0.05
O -0.17 2.99 0.06
O -1.41 -2.78 1.86
H -1.16 -1.49 -0.94
H 0.25 0.61 0.15
H -3.06 -0.05 -0.91
H -1.37 -2.11 1.15
N -1.25 -0.86 -0.15
S 2.59 1.49 0.66
C 1.69 -0.65 -1.46
H -0.02 3.93 0.24
C -2.16 0.25 -0.37
C 0.08 -0.44 0.37
H 0.14 -0.60 1.45
H 2.37 -1.28 -2.00
H -2.09 -2.45 2.46
H -1.67 1.11 -0.83
H -2.46 0.63 0.60

The HOMO-LUMO gap comes out at 6.475 eV. As for the total charge: 0. The LUMO energy comes out at -1.25 eV. The value obtained for the energy above the lowest of the compared OMol25 structures with the same formula, charge and spin is 4.4326 eV. The value obtained for the total energy is -20807.44184 eV.

---

[6]
This record from the Open Molecules 2025 dataset describes C34H27BiN6OP2SSe2 as an isolated structure. The level of theory is ωB97M-V/def2-TZVPD.

Atoms and positions in Å:
C 1.60 3.32 5.64
C 1.29 -2.67 -1.22
H 3.12 -2.55 -2.33
H -2.22 2.69 -4.37
C 0.12 -3.41 -1.01
H -0.66 -0.56 7.35
H 1.02 0.94 7.97
H -0.62 -3.07 -0.29
H 1.31 4.66 -1.54
H 5.48 0.81 -2.30
H 2.26 3.05 7.68
P -0.55 0.45 -3.00
Se 2.16 -2.05 1.79
C -0.32 5.04 -2.90
Bi -0.52 -0.92 3.12
C -4.05 -0.70 -4.90
C 3.41 2.28 -0.05
C 2.68 0.04 -0.56
C 0.39 2.85 -2.23
H 5.18 2.95 -1.08
P 1.50 -1.26 -0.11
C -3.03 0.12 -4.43
H 3.89 -1.02 -1.99
C 1.00 1.47 7.01
H -1.97 5.10 -4.27
H -1.22 -2.19 -2.75
H -3.06 1.17 -4.68
H 1.68 1.37 0.81
C -1.45 3.09 -3.75
N -1.16 -0.98 5.44
C -2.01 -0.40 -3.65
C -2.03 -1.77 -3.34
O -0.51 1.16 3.66
H -1.03 -5.13 -1.57
C 2.51 1.24 0.13
C 0.82 -5.01 -2.66
H -3.62 -3.78 6.22
H -4.24 -3.82 4.60
H -0.21 6.12 -2.86
C -0.10 -0.42 -0.16
C 0.86 2.81 4.60
H -4.86 -2.68 -4.95
C -0.77 0.16 -1.22
H 1.08 2.22 -1.67
C 1.99 -4.28 -2.86
C -1.30 4.47 -3.69
N -2.03 0.43 0.53
N -3.55 -3.51 5.26
C -4.06 -2.05 -4.59
C 2.22 -3.12 -2.14
C 1.68 2.65 6.87
H 0.64 -5.91 -3.23
C 3.75 -0.11 -1.43
S -2.89 -1.93 3.25
C -0.55 -0.28 6.31
H 0.78 3.33 3.66
Se 1.22 -0.26 -3.90
C 0.24 0.91 5.97
H -3.04 -3.64 -3.55
C 0.53 4.23 -2.16
H 2.72 -4.61 -3.59
C -0.11 -4.57 -1.73
N -1.95 -2.02 5.88
N -1.95 0.67 -0.75
C -0.60 2.27 -3.02
H 2.12 4.27 5.51
H 3.27 3.21 0.49
C 0.18 1.58 4.72
N -0.92 -0.21 0.91
H -4.84 -0.27 -5.50
C -3.04 -2.58 -3.80
C 4.48 2.13 -0.93
C -2.72 -2.48 4.93
C 4.65 0.93 -1.61

The HOMO-LUMO gap comes out at 7.715 eV. As for the total charge: 0. The LUMO energy comes out at -0.12 eV. The value obtained for the energy above the lowest of the compared OMol25 structures with the same formula, charge and spin is 0.0000 eV. The value obtained for the total energy is -212630.02986 eV.

---

[7]
This record from the Open Molecules 2025 dataset describes C14H17NO2Pb as an isolated structure at a distorted geometry. The level of theory is ωB97M-V/def2-TZVPD.

Atoms and positions in Å:
H 3.33 -2.88 2.64
H -2.48 2.87 -3.29
C 2.18 -2.91 0.78
C 2.57 -2.40 2.02
H -3.07 -0.11 -3.31
H -3.43 -0.46 -1.06
C -3.01 2.97 -0.66
H 2.65 -3.79 0.37
Pb -0.96 0.03 -0.64
C -0.76 1.89 -2.54
O 0.88 1.35 2.94
H -1.29 4.20 0.00
H -4.15 1.25 -3.22
C -2.03 1.87 -3.24
C -1.62 3.62 -0.90
H -2.99 1.26 0.72
H 0.87 -2.63 -0.95
C -3.04 1.53 -0.36
C 0.92 -0.64 1.71
H -3.53 3.53 0.13
H 0.38 3.46 -1.43
H 0.09 1.41 -3.03
C -0.44 2.70 -1.39
H -1.80 1.56 -4.27
C -3.28 0.59 -1.33
C 1.92 -1.24 2.46
C 0.25 0.65 2.14
H -0.11 2.13 -0.50
H -3.65 3.13 -1.54
O -0.93 0.86 1.59
C 1.19 -2.26 0.04
H -1.79 4.45 -1.64
C -3.21 0.85 -2.78
N 0.58 -1.15 0.50
H 2.15 -0.73 3.39

The HOMO-LUMO gap (alpha / beta) comes out at 5.440 / 5.438 eV. As for the total charge: 0. The LUMO energy (alpha / beta) comes out at -0.39 / -0.39 eV. The value obtained for the total energy is -25622.38022 eV.

---

[8]
This record from the Open Molecules 2025 dataset describes C33H39FN4P2Sn as an isolated structure at a distorted geometry. The level of theory is ωB97M-V/def2-TZVPD.

Atoms and positions in Å:
C -2.14 0.54 9.24
N -1.69 1.04 -3.05
H 0.26 3.28 5.05
H 5.38 1.78 -4.52
H 1.79 -2.61 5.83
C 2.46 -3.82 -4.20
H -3.43 -1.13 8.69
H 2.50 -1.67 -6.67
H -6.01 -1.00 -5.26
H 1.09 2.58 2.20
N 2.99 -0.30 -3.56
Sn 0.06 -0.77 4.91
C -1.89 2.07 -3.97
C -4.82 -2.50 -4.07
H -0.59 1.70 1.47
C 0.70 -0.26 -5.06
H -2.17 0.20 3.53
H -1.99 1.86 -5.02
H -5.43 -3.39 -4.09
H -1.53 0.22 1.33
N -3.12 -1.05 -3.64
C 1.53 -0.02 2.89
H -1.36 1.00 -0.93
H -3.92 0.65 -4.72
C -4.07 -0.38 -4.43
C -0.81 -0.58 -5.06
C -3.59 -2.36 -3.45
H 1.66 -1.23 7.02
C -5.13 -1.24 -4.69
C -1.08 1.37 8.89
H -2.99 -3.05 -2.88
C 4.30 1.28 -2.60
C 0.53 -0.16 1.77
H 2.76 0.10 -1.46
H 2.26 -0.85 2.95
H 0.41 1.80 7.38
H 2.56 1.08 4.37
C 1.78 1.12 3.60
C 3.30 0.37 -2.36
C -1.71 3.00 -1.90
H -0.76 2.16 9.56
H 3.74 -0.12 -5.58
H -0.45 3.79 3.51
C -1.08 1.89 4.19
C -1.92 3.28 -3.29
P 1.54 -1.26 -3.73
H 0.23 -1.21 1.67
H 4.76 1.94 -1.87
H -0.99 -1.58 -5.47
C -0.86 0.12 6.83
C -2.59 -0.49 8.41
C 2.93 -4.63 -5.22
C -0.74 0.71 1.93
H 2.74 -1.07 5.56
H 3.32 -4.16 -7.39
H 2.23 -4.02 -3.17
H -1.67 3.72 -1.10
C 3.81 0.24 -4.56
H 2.04 3.20 3.56
N 2.26 -2.52 -4.71
H -1.76 2.02 5.03
C -1.30 0.85 3.33
C 3.01 -3.83 -6.41
C -0.43 1.15 7.66
P -1.45 -0.67 -3.31
H -2.05 4.25 -3.75
H -1.36 0.14 -5.67
C -1.93 -0.69 7.19
C -1.56 1.62 -1.78
H -2.28 -1.49 6.53
H 1.02 0.10 0.81
H 1.13 -0.46 -6.05
H 0.87 0.80 -4.82
C 1.25 2.47 3.29
C 4.64 1.20 -3.99
H 3.17 -5.68 -5.14
C -0.03 2.91 4.05
C 1.82 -1.51 5.97
F -2.77 0.73 10.44
C 2.60 -2.55 -6.06

The HOMO-LUMO gap (alpha / beta) comes out at 1.343 / 1.480 eV. As for the total charge: +2. The LUMO energy (alpha / beta) comes out at -10.01 / -9.95 eV. The value obtained for the total energy is -67918.97478 eV.